No. 1
C4H7ClFN as an isolated structure at a distorted geometry, computed with wB97M-V/def2-TZVPD.

CARTESIAN COORDINATES (ANGSTROEM)
C: -1.141740 0.779586 -0.001601
C: -1.104022 0.038596 1.338310
C: -0.673769 -0.600539 -0.012937
C: 0.650852 -1.074617 -0.444557
H: -1.175679 2.912195 -1.512130
H: 0.785582 1.924378 -0.690646
H: -2.176065 0.817792 -0.649337
H: -0.575538 0.410154 2.284991
H: -2.190533 -0.285874 1.626000
H: 0.859158 -1.945984 0.213272
H: 0.570844 -1.208283 -1.541807
N: -0.456124 2.129133 -0.339585
F: -1.718214 -1.334194 -0.519223
Cl: 2.127712 -0.022278 0.120263

Cartesian forces, eV/Å:
-2.216 3.352 -3.095
-2.268 0.313 0.629
-0.610 2.124 1.616
1.182 -0.788 1.296
2.504 -3.112 3.497
-5.210 0.750 0.977
2.359 -0.124 2.350
-0.041 -0.775 -2.022
2.220 0.424 -0.513
0.030 -0.020 -1.406
0.869 -0.125 0.712
2.319 0.069 -2.863
0.479 -1.481 -0.328
-1.616 -0.608 -0.849

E_LUMO, eV: 0.04
HOMO-LUMO gap, eV: 9.1
Energy relative to the best compared isomer or geometry (same formula, charge and spin), eV: 5.607
HOMO level, Ha: -0.3329
M, g/mol: 123.56
Charge: 0

=====

No. 2
A 2-piece molecular cluster, C4H7ClIN2 overall at a distorted geometry, computed with wB97M-V/def2-TZVPD.

CARTESIAN COORDINATES (ANGSTROEM)
C: -1.319949 -1.179154 0.549870
C: 0.524772 0.050037 -0.627185
C: -2.721620 -0.890778 0.345870
C: 2.228799 1.724771 -0.703176
N: -0.466652 -0.470540 -0.016960
N: 1.065779 1.230800 -0.214229
Cl: 2.870603 3.057213 0.207408
I: 3.646594 -1.201852 0.038066
H: -1.176957 -1.944262 1.331142
H: 1.022551 -0.706625 -1.200810
H: -3.133320 -1.795268 0.106000
H: -3.054299 -0.555812 1.342617
H: -3.101226 -0.110334 -0.339443
H: 2.856062 1.231692 -1.565289
H: 0.758865 1.560114 0.746115

Cartesian forces, eV/Å:
-0.278 1.055 -0.028
0.028 -0.539 1.890
-0.899 2.358 0.644
2.678 -0.116 -0.530
0.715 0.160 0.322
-1.017 -0.807 0.866
-0.398 -1.035 -0.952
-0.051 0.341 -0.053
0.936 0.275 -0.398
0.648 0.622 -1.391
-1.819 -2.357 -0.347
-0.294 -0.484 -0.101
1.021 -0.418 0.007
-1.654 1.161 1.790
0.385 -0.218 -1.719

E_LUMO (spin up / spin down), eV: -6.42 / -4.95
HOMO-LUMO gap (spin up / spin down), eV: 5.1 / 8.2
Energy relative to the best compared isomer or geometry (same formula, charge and spin), eV: 0.000
HOMO level (spin up / spin down), Ha: -0.4249 / -0.4822
M, g/mol: 245.47
Charge: +1

=====

No. 3
One molecule with the formula C4H7ClN2 at a distorted geometry, computed with wB97M-V/def2-TZVPD.

CARTESIAN COORDINATES (ANGSTROEM)
C: 1.315074 -1.632112 0.515127
C: 2.260171 -0.751749 0.680982
C: 0.047378 -1.442028 -0.438693
C: -1.301820 1.929522 0.278507
N: -0.507276 -0.110574 -0.578002
N: -0.887944 0.514406 0.459002
Cl: 2.278396 0.730615 -0.175021
H: 1.357150 -2.558935 0.992767
H: 0.141213 -1.911910 -1.358059
H: -0.633505 -1.931644 0.215099
H: -1.834659 2.071883 1.165642
H: -0.426134 2.575044 0.143599
H: -1.829479 2.013467 -0.565606
H: 0.021440 0.504011 -1.335338

Cartesian forces, eV/Å:
-0.134 1.218 -1.488
-0.456 0.727 -0.752
0.308 1.471 3.191
3.506 -2.499 1.572
2.683 0.711 -4.387
-1.060 1.113 2.591
0.739 0.043 0.414
-0.058 -1.340 0.788
0.293 -0.798 -1.707
-1.136 -0.752 -0.025
-0.854 1.109 1.075
0.097 0.077 0.453
-2.593 0.444 -3.189
-1.333 -1.523 1.465

E_LUMO (spin up / spin down), eV: 0.83 / -1.12
HOMO-LUMO gap (spin up / spin down), eV: 10.0 / 6.0
Energy relative to the best compared isomer or geometry (same formula, charge and spin), eV: 6.463
HOMO level (spin up / spin down), Ha: -0.3373 / -0.2617
M, g/mol: 118.57
Charge: 0

=====

No. 4
One molecule with the formula C4H7ClN2 at a distorted geometry, computed with wB97M-V/def2-TZVPD.

CARTESIAN COORDINATES (ANGSTROEM)
C: -0.718945 1.787838 -0.686778
N: -0.345293 0.627971 -0.004769
C: 1.051330 0.185873 0.015091
C: 0.655743 -1.533592 0.562212
Cl: 0.727585 -2.600552 -0.840453
C: -0.819870 -1.258430 0.887030
N: -1.287324 -0.096742 0.519596
H: -0.149499 2.733311 -0.308364
H: -0.458910 1.625958 -1.782347
H: -1.766554 1.799005 -0.522495
H: 1.669214 0.603502 0.793581
H: 1.554869 0.128692 -1.042903
H: 1.440228 -2.016482 1.283938
H: -1.552574 -1.986350 1.126660

Cartesian forces, eV/Å:
1.871 1.607 -1.280
2.914 1.176 0.051
-1.453 -4.456 -0.610
1.056 2.564 0.017
0.032 -0.533 -0.705
0.537 0.862 -0.041
0.693 -2.815 0.696
-1.188 -1.433 -0.617
-0.507 0.648 0.960
-1.002 0.890 -0.269
0.126 0.472 0.119
-0.996 0.276 2.087
-1.893 1.453 -0.912
-0.189 -0.711 0.505

E_LUMO, eV: 0.91
HOMO-LUMO gap, eV: 8.9
Energy relative to the best compared isomer or geometry (same formula, charge and spin), eV: 3.392
HOMO level, Ha: -0.2947
M, g/mol: 118.57
Charge: 0
SMILES: CN1C[C@H](Cl)C=N1